190
Properties=species:S:1:pos:R:3 method="wB97M-V/def2-TZVPD" mol_weight_g_mol=1391.58 homo_ha=-0.332
C -1.4739 -2.3345 5.1932
O -2.3278 -2.8114 5.9641
N -1.5127 -2.5443 3.8272
N -0.5630 -1.3904 5.6544
H -2.4073 -2.8648 3.5245
H -1.0640 -1.9348 3.1486
H -0.3283 -1.4450 6.6436
H 0.2811 -1.2228 5.1441
C -5.1980 3.1189 -3.5238
O -4.8909 3.1194 -2.3352
N -5.9831 2.2262 -4.1098
N -4.8324 4.2712 -4.2769
H -6.1296 1.3110 -3.6360
H -6.1307 2.2320 -5.1232
H -5.4378 4.3911 -5.0590
H -4.5966 5.0389 -3.6734
C -6.3197 -0.1911 -1.5966
O -6.2312 -0.2334 -2.8252
N -6.8813 -1.1782 -0.9150
N -5.8399 0.8965 -0.9451
H -7.2176 -1.1941 0.0814
H -7.2666 -1.8262 -1.5753
H -5.5401 0.6574 -0.0085
H -5.3501 1.6208 -1.4828
C 1.7481 2.4506 3.8049
O 2.1816 3.6097 3.8359
N 1.9792 1.6001 4.8532
N 0.9238 1.9299 2.8843
H 1.5898 0.6494 4.9217
H 2.9239 1.7879 5.2045
H 0.9351 0.8999 2.8513
H 0.5613 2.3595 2.0493
C 3.4137 0.7888 -3.4249
O 3.8156 -0.1385 -2.6531
N 3.3522 2.1075 -2.9444
N 3.1648 0.6970 -4.7348
H 2.9257 2.7771 -3.5696
H 3.3651 2.3908 -1.9553
H 3.4206 -0.1280 -5.2240
H 2.9026 1.4941 -5.2784
C 4.9144 -2.2834 -0.2349
O 5.2287 -3.1065 0.6084
N 5.2047 -2.4569 -1.5682
N 4.1367 -1.2557 -0.0372
H 4.9582 -1.7728 -2.1841
H 6.0409 -2.9573 -1.7988
H 3.7277 -0.6357 -0.7291
H 3.8116 -1.2450 0.9070
C -6.3433 3.4265 0.9648
O -6.6132 3.0743 2.1113
N -5.0668 3.6342 0.5820
N -7.3639 3.6630 0.0335
H -4.9747 3.7956 -0.4002
H -4.3663 3.6468 1.3125
H -6.9114 3.6017 -0.8830
H -7.9967 2.8688 0.1409
C 3.6825 -3.8760 -7.1378
O 3.8669 -2.6935 -7.0379
N 3.5809 -4.4133 -8.3911
N 3.5191 -4.6556 -6.0511
H 3.1697 -5.2989 -8.5012
H 3.3984 -3.7245 -9.0615
H 3.6247 -5.6349 -6.0164
H 3.7692 -4.2195 -5.1550
C 0.5462 4.2218 -6.1907
O 1.3730 3.5106 -5.6513
N 1.0792 5.3406 -6.8051
N -0.7431 4.0633 -6.1892
H 1.9748 5.1577 -7.2394
H 0.4862 5.7560 -7.4995
H -1.1358 3.3103 -5.5592
H -1.3384 4.7792 -6.6227
C 2.4813 -2.3811 3.4571
O 1.8181 -1.3992 3.8507
N 3.8724 -2.3255 3.4308
N 1.9131 -3.5262 3.0645
H 4.2922 -1.4298 3.6901
H 4.3918 -3.1688 3.2616
H 0.9982 -3.6664 2.6632
H 2.5765 -4.3178 3.0125
N -3.1856 3.4969 3.1610
C -2.0985 2.7777 3.3580
C -1.6901 2.2836 4.6501
C -2.5142 2.5591 5.7196
C -3.5599 3.4839 5.5159
C -3.8541 3.8649 4.2397
H -1.5411 2.5373 2.4503
H -0.8599 1.5967 4.6523
H -2.4008 2.0571 6.7094
H -4.2361 3.6924 6.3412
H -4.7686 4.4576 3.9415
N 4.8566 -5.2236 2.9573
C 5.5295 -5.9113 2.0418
C 6.0599 -7.2190 2.2568
C 5.7532 -7.7996 3.5183
C 5.0908 -7.0479 4.5214
C 4.6769 -5.7761 4.1857
H 5.6216 -5.4688 1.0539
H 6.4610 -7.8301 1.4935
H 6.0902 -8.8287 3.7021
H 4.8629 -7.4471 5.4806
H 4.1253 -5.1958 4.9312
N -4.7148 -4.6558 -2.1037
C -4.2853 -3.4788 -2.5019
C -3.8826 -2.4659 -1.6258
C -3.9895 -2.6713 -0.2426
C -4.5775 -3.8852 0.1376
C -4.9136 -4.8691 -0.7977
H -4.2115 -3.4151 -3.5706
H -3.5948 -1.4797 -2.0237
H -3.8002 -1.9285 0.5014
H -4.7341 -4.0949 1.1856
H -5.1784 -5.8900 -0.4901
N -1.7741 1.3539 -5.1365
C -0.6482 0.6800 -4.8411
C -0.6991 -0.6357 -4.4615
C -1.9324 -1.2492 -4.2340
C -3.0954 -0.4895 -4.4065
C -2.9289 0.7861 -4.9320
H 0.3003 1.1438 -4.9434
H 0.2419 -1.1134 -4.2968
H -1.9133 -2.3067 -3.9025
H -4.0513 -0.8669 -4.2398
H -3.7562 1.4557 -5.0861
N -5.4110 -2.3372 3.2737
C -4.8372 -1.6355 4.2233
C -4.9509 -0.2751 4.2855
C -5.7686 0.4194 3.4601
C -6.4534 -0.4040 2.5404
C -6.2509 -1.7737 2.4568
H -4.0987 -2.2104 4.8333
H -4.3389 0.2354 5.0287
H -5.9897 1.4775 3.4735
H -7.0965 0.1135 1.8572
H -6.8864 -2.3832 1.8516
N 6.4386 2.5395 4.4068
C 5.5039 2.3665 3.5077
C 5.5694 1.3348 2.5972
C 6.5266 0.3910 2.6057
C 7.5675 0.5815 3.5491
C 7.4750 1.6912 4.3930
H 4.6139 2.9510 3.5539
H 4.7874 1.2156 1.8287
H 6.4789 -0.4512 1.9137
H 8.4618 -0.0615 3.7030
H 8.1936 1.9075 5.1841
N 0.3095 3.4861 0.2024
C 0.7466 3.1482 -1.0097
C 0.1032 3.6073 -2.1352
C -1.0154 4.4684 -2.0604
C -1.3976 4.7946 -0.7629
C -0.7309 4.2938 0.3212
H 1.6923 2.5922 -0.9585
H 0.3814 3.2661 -3.1306
H -1.5443 4.8663 -2.9181
H -2.2052 5.5341 -0.6354
H -0.9922 4.5341 1.4011
N 0.6346 -4.9508 0.2985
C 1.9890 -4.9597 0.2331
C 2.6332 -4.2319 -0.7798
C 1.8530 -3.4161 -1.6578
C 0.4778 -3.4833 -1.5781
C -0.0885 -4.3160 -0.5690
H 2.5395 -5.5545 0.9763
H 3.7259 -4.2716 -0.8842
H 2.3635 -2.8189 -2.4015
H -0.1467 -2.8962 -2.2419
H -1.1881 -4.3530 -0.4750
N -0.7128 -0.6320 1.2147
C -1.8859 0.0160 0.9927
C -2.2934 0.4540 -0.2417
C -1.3836 0.4446 -1.3059
C -0.1236 -0.0963 -1.0475
C 0.1443 -0.6575 0.1776
H -2.5186 0.0188 1.8901
H -3.2988 0.9850 -0.3956
H -1.7228 0.8705 -2.1906
H 0.5735 -0.2953 -1.8448
H 1.0763 -1.2015 0.2723
N 4.3655 3.4112 0.0928
C 5.4497 4.0410 -0.3790
C 6.1187 5.0755 0.2947
C 5.4350 5.5836 1.3928
C 4.2549 5.0463 1.8188
C 3.7983 3.9056 1.1640
H 5.8086 3.6383 -1.2870
H 7.0716 5.5543 0.0143
H 5.8405 6.4381 1.8769
H 3.6353 5.5544 2.5449
H 2.8668 3.4361 1.4523

---

180
Properties=species:S:1:pos:R:3 method="wB97M-V/def2-TZVPD" mol_weight_g_mol=1291.35 homo_ha=-0.364
O -24.5569 30.8314 9.0557
C -23.9384 30.1012 8.2788
O -24.0955 30.1546 6.9914
C -23.0929 29.4851 6.2294
C -22.0186 29.2052 7.2448
C -22.6966 29.2002 8.5789
H -22.7614 30.1861 5.4633
H -23.3447 28.5952 5.6525
H -21.1874 29.9053 7.1609
H -21.5828 28.2447 6.9700
H -21.9689 29.5436 9.3142
H -23.0477 28.2542 8.9912
O -22.5852 22.5097 8.7300
C -22.9204 22.0939 9.8515
O -23.6615 22.8184 10.7409
C -23.7633 22.1763 12.0160
C -23.5438 20.7310 11.6489
C -22.5893 20.7280 10.4215
H -24.7462 22.3716 12.4448
H -22.9792 22.4985 12.7012
H -24.5282 20.3616 11.3617
H -23.1436 20.2175 12.5231
H -22.7650 19.8600 9.7860
H -21.5234 20.7712 10.6450
O -13.8969 26.8182 -10.3832
C -13.4962 26.4382 -9.2597
O -13.9594 26.8668 -8.0528
C -13.3888 26.0643 -6.9798
C -12.9927 24.7681 -7.6362
C -12.6101 25.2185 -9.0517
H -13.9610 25.9076 -6.0654
H -12.5710 26.6437 -6.5512
H -13.7933 24.0286 -7.6501
H -12.1598 24.3141 -7.0993
H -12.7058 24.5109 -9.8752
H -11.5543 25.4852 -9.0989
O -20.2048 11.8051 7.3724
C -19.4069 12.4680 6.7019
O -18.1856 12.1457 6.6040
C -17.3801 13.1268 5.9289
C -18.3584 14.3273 5.6541
C -19.7098 13.7247 5.9331
H -17.0580 12.7326 4.9651
H -16.4853 13.4399 6.4669
H -18.2055 14.5576 4.5997
H -18.1116 15.2345 6.2056
H -20.2086 13.5217 4.9854
H -20.3246 14.3515 6.5791
O -15.7276 23.8434 0.8370
C -16.2672 23.0617 1.6113
O -16.1094 23.2547 2.9565
C -16.8002 22.3353 3.7168
C -17.7346 21.5409 2.7719
C -17.1565 21.8174 1.3513
H -17.4235 22.9132 4.3992
H -16.0360 21.7349 4.2102
H -18.7511 21.9200 2.8774
H -17.8632 20.4839 3.0050
H -17.9366 22.0048 0.6135
H -16.5844 20.9712 0.9708
O -7.9687 27.5000 -2.3161
C -8.0910 26.4112 -1.7828
O -8.8331 26.2127 -0.6297
C -9.0351 24.8628 -0.2622
C -8.7229 24.1730 -1.5650
C -7.7667 25.0647 -2.3550
H -10.0416 24.5482 0.0135
H -8.4134 24.6228 0.6004
H -9.5611 24.0767 -2.2551
H -8.4680 23.1360 -1.3466
H -7.8191 24.9555 -3.4383
H -6.7558 24.8936 -1.9848
O -12.3337 15.3563 -0.2441
C -11.9340 15.9829 0.7338
O -12.0398 15.5330 2.0618
C -11.3464 16.3468 2.9717
C -10.5852 17.3901 2.1494
C -11.1556 17.3250 0.7440
H -10.7337 15.6639 3.5602
H -12.0576 16.9040 3.5813
H -9.5255 17.1355 2.1632
H -10.6424 18.3488 2.6649
H -10.4056 17.3254 -0.0468
H -11.8112 18.1862 0.6153
O -14.6740 18.5342 9.8880
C -13.5918 18.1040 10.2535
O -13.1688 16.9423 9.8673
C -11.9545 16.4379 10.4532
C -11.5916 17.5237 11.4534
C -12.6438 18.6656 11.3446
H -11.0842 16.2305 9.8307
H -12.2240 15.5274 10.9884
H -10.6102 17.9285 11.2060
H -11.5162 17.0271 12.4208
H -12.3124 19.6488 11.0106
H -13.1786 18.8224 12.2814
O -27.8789 17.7909 2.4887
C -26.6652 18.1572 2.5731
O -26.2473 19.4111 2.4889
C -24.8477 19.5289 2.6337
C -24.3908 18.1781 3.1833
C -25.5028 17.2419 2.8162
H -24.5892 20.2784 3.3816
H -24.4856 19.7303 1.6255
H -24.3943 18.2707 4.2694
H -23.4158 17.8772 2.8000
H -25.7101 16.3663 3.4314
H -25.3244 16.7654 1.8522
O -22.1931 18.9638 -3.7638
C -22.9635 19.1760 -4.6698
O -24.2913 19.3171 -4.4478
C -24.9529 19.4254 -5.6555
C -23.8804 19.9433 -6.5756
C -22.5876 19.3049 -6.1328
H -25.8402 20.0366 -5.4905
H -25.3444 18.5281 -6.1347
H -23.8466 21.0326 -6.5949
H -24.1306 19.6806 -7.6034
H -21.7484 19.9515 -6.3893
H -22.3816 18.3290 -6.5724
O -15.7046 26.4380 13.5306
C -15.8392 25.8032 12.4731
O -14.9829 25.9086 11.4294
C -15.4348 25.1453 10.2782
C -16.9097 24.7422 10.6895
C -17.0839 24.9773 12.1631
H -14.7515 24.2992 10.3508
H -15.3381 25.7283 9.3622
H -17.1824 23.8051 10.2042
H -17.5641 25.4154 10.1358
H -17.0175 24.0182 12.6768
H -17.9182 25.5966 12.4925
O -10.3065 24.2229 6.7991
C -9.4830 25.0733 6.9818
O -9.4304 26.2667 6.2688
C -8.3237 27.0432 6.6620
C -8.1317 26.5413 8.1254
C -8.4221 25.0933 8.0519
H -8.4461 28.1190 6.5369
H -7.4884 26.7206 6.0405
H -8.9235 27.0147 8.7060
H -7.2720 26.9735 8.6375
H -8.8202 24.6301 8.9547
H -7.6373 24.5973 7.4808
O -15.1593 18.1230 -5.9019
C -14.2609 17.8218 -6.6792
O -13.0902 18.5243 -6.5807
C -12.0544 18.0141 -7.5239
C -12.9793 17.2414 -8.5260
C -14.1861 16.7236 -7.7265
H -11.3085 17.4206 -6.9952
H -11.6678 18.8415 -8.1189
H -12.4300 16.4505 -9.0367
H -13.3272 17.9313 -9.2949
H -13.8986 15.7748 -7.2735
H -15.0508 16.5202 -8.3581
O -14.7822 31.1187 6.7244
C -14.3882 31.1195 5.5290
O -13.3161 31.8125 5.0775
C -12.9956 31.5811 3.6618
C -13.8994 30.3477 3.3622
C -14.9502 30.2914 4.4787
H -11.9655 31.2822 3.4677
H -13.2288 32.4584 3.0585
H -13.2472 29.4906 3.1945
H -14.4050 30.5807 2.4250
H -15.2323 29.2665 4.7196
H -15.8794 30.7798 4.1849
O -21.6074 26.3554 -6.9153
C -20.8428 26.1039 -5.9838
O -20.0646 24.9911 -6.0833
C -19.3657 24.7676 -4.8326
C -19.9949 25.7662 -3.9030
C -20.6673 26.8694 -4.7196
H -18.3255 24.8685 -5.1424
H -19.4667 23.7366 -4.4934
H -19.3245 26.1498 -3.1340
H -20.7491 25.2805 -3.2838
H -19.9784 27.6884 -4.9261
H -21.6260 27.2886 -4.4142